No. 1
The following is a DFT calculation (ωB97M-V with the def2-TZVPD basis set) of a single C5H6O molecule.

Geometry (Å):
O: -0.067 1.137 -0.885
C: 0.022 0.003 -0.049
C: -0.977 -1.033 -0.430
C: -1.193 -0.199 0.807
C: 1.425 -0.172 0.287
C: 2.485 0.359 0.052
H: 0.292 1.868 -0.362
H: -1.520 -0.771 -1.332
H: -0.752 -2.086 -0.302
H: -1.886 0.633 0.735
H: -1.131 -0.681 1.776
H: 3.303 0.943 -0.296

Net charge: 0
LUMO energy: 0.9 eV
E: -269.224911 Ha
Structure (SMILES): C#CC1(O)CC1
Energy above the lowest of the compared OMol25 structures with the same formula, charge and spin: 3.3015 eV

Mulliken analysis output, partial charges in e: O -0.525; C 1.101; C -0.723; C -0.666; C -0.759; C -0.161; H 0.357; H 0.251; H 0.252; H 0.255; H 0.260; H 0.358


No. 2
The following is a DFT calculation (ωB97M-V with the def2-TZVPD basis set) of 2 unconnected molecules or ions with the total composition C5H10O.

Geometry (Å):
C: -1.232 1.724 -1.193
C: -0.921 0.344 -0.617
C: 0.498 -0.028 -0.739
C: 1.031 -0.668 2.204
C: 0.903 -1.325 -1.109
O: 0.703 -1.491 -2.316
H: -1.051 1.722 -2.270
H: -2.276 2.003 -1.021
H: -0.584 2.481 -0.746
H: -1.080 0.352 0.476
H: -1.593 -0.429 -1.017
H: 1.313 -0.097 1.309
H: 0.315 -1.456 1.950
H: 1.929 -1.118 2.631
H: 0.580 0.013 2.929
H: 1.465 -2.029 -0.472

Net charge: 0
LUMO energy: -0.5 eV
E: -271.601281 Ha
Energy above the lowest of the compared OMol25 structures with the same formula, charge and spin: 4.1180 eV

Mulliken analysis output, partial charges in e: C -1.222; C 0.040; C -0.486; C -1.056; C 0.167; O -0.492; H 0.320; H 0.351; H 0.335; H 0.231; H 0.325; H 0.247; H 0.271; H 0.319; H 0.307; H 0.343


No. 3
The following is a DFT calculation (ωB97M-V with the def2-TZVPD basis set) of a molecular structure, C23H16Br2IrN4O5S2.

Geometry (Å):
Ir: 0.011 -3.341 0.299
Br: 5.101 0.630 -0.915
C: 3.556 -0.441 -0.757
C: 3.646 -1.810 -0.999
C: 2.513 -2.544 -0.805
N: 1.334 -1.997 -0.433
C: 1.223 -0.671 -0.293
C: 2.370 0.138 -0.413
C: -1.245 -0.626 0.048
C: -2.370 0.225 -0.003
C: -3.618 -0.305 0.144
Br: -5.123 0.830 0.069
C: -3.802 -1.671 0.346
C: -2.677 -2.443 0.368
N: -1.431 -1.943 0.211
H: 4.568 -2.286 -1.295
H: 2.503 -3.619 -0.916
H: 2.268 1.197 -0.239
H: -2.204 1.278 -0.155
H: -4.777 -2.112 0.481
H: -2.723 -3.512 0.518
O: -0.488 -2.601 2.972
N: 0.427 -2.591 2.162
O: 1.562 -2.240 2.465
N: 0.008 -0.036 -0.062
C: 0.030 1.416 -0.080
C: 0.077 2.004 -1.379
C: -0.175 1.235 -2.545
C: -0.100 1.779 -3.815
C: 0.237 3.112 -4.011
C: 0.521 3.881 -2.887
C: 0.451 3.353 -1.612
C: -0.046 2.041 1.212
C: -0.505 3.364 1.408
C: -0.602 3.920 2.671
C: -0.267 3.194 3.807
C: 0.156 1.881 3.643
C: 0.265 1.315 2.386
H: -0.441 0.188 -2.453
H: -0.311 1.144 -4.668
H: 0.294 3.534 -5.006
H: 0.821 4.916 -3.005
H: 0.731 3.976 -0.775
H: -0.827 3.948 0.557
H: -0.966 4.937 2.768
H: -0.348 3.634 4.793
H: 0.412 1.278 4.507
H: 0.608 0.289 2.316
O: 1.218 -5.151 0.313
S: -0.114 -5.768 -0.061
O: -1.036 -5.110 0.955
O: -0.165 -7.188 -0.145
S: -0.552 -4.632 -1.691

Net charge: -1
LUMO energy: 2.0 eV
E: -7530.090789 Ha
Energy above the lowest of the compared OMol25 structures with the same formula, charge and spin: 0.0000 eV

Mulliken analysis output, partial charges in e: Ir 1.119; Br -0.193; C -0.194; C -0.908; C -0.392; N 0.115; C 0.772; C -0.634; C 1.082; C -0.811; C -0.194; Br -0.197; C -0.865; C -0.405; N -0.077; H 0.415; H 0.446; H 0.575; H 0.462; H 0.421; H 0.495; O -0.594; N 0.578; O -0.568; N 2.153; C -2.534; C 2.175; C -0.640; C -0.854; C -0.592; C -0.706; C -1.063; C 1.561; C -1.004; C -0.740; C -0.572; C -0.869; C -0.383; H 0.313; H 0.390; H 0.361; H 0.386; H 0.481; H 0.468; H 0.382; H 0.359; H 0.447; H 0.325; O -0.648; S 1.088; O -0.662; O -0.621; S -0.450


No. 4
The following is a DFT calculation (ωB97M-V with the def2-TZVPD basis set) of 3 unconnected molecules or ions with the total composition C10H28F3O9P3 in a non-equilibrium geometry.

Geometry (Å):
F: -4.193 -1.396 -3.799
C: -3.474 -0.343 -4.213
F: -2.384 -0.251 -3.451
F: -3.117 -0.602 -5.465
C: -4.336 0.899 -4.129
O: -5.377 0.736 -5.038
C: -6.346 1.775 -4.948
C: -7.671 1.308 -5.522
P: -8.454 -0.196 -4.646
H: -4.684 1.006 -3.096
H: -3.727 1.784 -4.350
H: -5.986 2.594 -5.583
H: -6.433 2.180 -3.934
H: -8.353 2.162 -5.533
H: -7.485 1.063 -6.572
H: -9.135 0.649 -3.719
H: -9.118 -0.544 -5.858
H: -7.193 -0.800 -4.420
H: -9.102 -1.343 -4.005
C: -1.642 -0.250 -0.939
O: -1.091 -0.434 0.388
P: 0.532 -0.332 0.592
O: 0.944 -1.666 1.063
O: 0.433 0.763 1.776
C: -0.370 0.499 2.920
O: 1.798 0.346 -0.101
C: 2.852 0.812 0.752
H: -2.720 -0.358 -0.859
H: -1.410 0.745 -1.319
H: -1.258 -1.007 -1.618
H: -0.387 -0.565 3.157
H: -1.388 0.854 2.758
H: 0.060 1.042 3.760
H: 3.081 0.069 1.510
H: 2.583 1.752 1.226
H: 3.731 0.976 0.134
C: 9.187 -0.679 3.727
O: 8.030 -0.195 4.445
P: 6.539 -0.429 3.799
O: 6.012 0.925 3.556
O: 5.944 -1.122 5.130
C: 6.038 -0.451 6.382
O: 5.793 -1.420 2.796
C: 4.427 -1.757 3.071
H: 10.067 -0.426 4.311
H: 9.144 -1.762 3.602
H: 9.259 -0.197 2.751
H: 5.982 0.630 6.258
H: 6.969 -0.715 6.884
H: 5.204 -0.780 6.998
H: 3.857 -0.868 3.336
H: 4.360 -2.492 3.870
H: 4.007 -2.188 2.165

Net charge: 0
LUMO energy: 0.4 eV
E: -2398.592617 Ha
Structure (SMILES): FC(F)(F)COCC[PH4].COP(=O)(OC)OC.COP(=O)(OC)OC

Mulliken analysis output, partial charges in e: F -0.277; C 0.865; F -0.256; F -0.275; C -0.670; O -0.254; C -0.519; C -1.144; P 0.099; H 0.365; H 0.371; H 0.307; H 0.382; H 0.455; H 0.403; H 0.033; H 0.048; H 0.015; H 0.040; C -0.786; O -0.302; P 0.965; O -0.648; O -0.272; C -0.698; O -0.396; C -0.192; H 0.248; H 0.396; H 0.421; H 0.333; H 0.229; H 0.262; H -0.083; H 0.257; H 0.268; C -0.741; O -0.249; P 1.002; O -0.659; O -0.289; C -0.672; O -0.364; C -0.599; H 0.231; H 0.338; H 0.336; H 0.332; H 0.222; H 0.259; H 0.280; H 0.302; H 0.283


No. 5
The following is a DFT calculation (ωB97M-V with the def2-TZVPD basis set) of a molecular structure, C23H31BeF5NOPSTe in a non-equilibrium geometry.

Geometry (Å):
Be: 0.281 -0.828 -1.218
C: 1.151 3.018 3.841
C: 1.913 1.763 3.395
C: 2.776 2.120 2.184
C: 2.838 1.296 4.527
C: 0.901 0.665 3.069
C: 0.117 0.110 4.104
C: -0.797 -0.896 3.883
C: -0.956 -1.361 2.577
S: -1.924 -2.658 1.960
C: -1.321 -2.348 0.376
N: -0.495 -1.349 0.295
C: -0.224 -0.798 1.541
C: 0.717 0.202 1.783
C: -1.640 -3.247 -0.749
C: -2.957 -3.645 -0.949
C: -3.279 -4.499 -1.991
C: -2.282 -4.973 -2.827
C: -0.959 -4.599 -2.635
C: -0.639 -3.741 -1.596
H: 1.854 3.805 4.123
H: 0.512 2.811 4.701
H: 0.519 3.394 3.034
H: 3.493 2.893 2.466
H: 2.174 2.515 1.362
H: 3.335 1.257 1.819
H: 3.627 2.034 4.687
H: 3.307 0.342 4.278
H: 2.302 1.176 5.469
H: 0.243 0.475 5.115
H: -1.359 -1.325 4.701
H: 1.310 0.560 0.954
H: -3.733 -3.259 -0.298
H: -4.309 -4.788 -2.151
H: -2.530 -5.646 -3.637
H: -0.179 -4.978 -3.277
C: 0.735 2.718 -4.126
C: 1.023 1.548 -3.186
P: -0.114 1.342 -1.766
C: -0.004 2.961 -0.911
C: -0.826 3.055 0.376
C: -1.782 1.362 -2.526
C: -2.858 0.700 -1.664
H: 1.359 2.649 -5.018
H: 0.944 3.678 -3.653
H: -0.305 2.723 -4.457
H: 2.027 1.631 -2.762
H: 0.996 0.595 -3.718
H: -0.323 3.737 -1.611
H: 1.057 3.127 -0.704
H: -1.895 2.999 0.164
H: -0.643 4.005 0.881
H: -0.583 2.252 1.070
H: -1.687 0.816 -3.465
H: -2.049 2.396 -2.758
H: -2.589 -0.336 -1.454
H: -3.815 0.693 -2.189
H: -3.003 1.219 -0.715
F: 1.617 -5.139 -1.621
Te: 1.435 -3.269 -1.411
F: 1.634 -3.184 -3.264
F: 3.282 -3.449 -1.278
F: 1.319 -3.628 0.430
F: -0.457 -1.248 -2.454
O: 1.718 -1.453 -1.126

Net charge: 0
LUMO energy: -0.3 eV
E: -2546.871841 Ha
Energy above the lowest of the compared OMol25 structures with the same formula, charge and spin: 0.0000 eV

Mulliken analysis output, partial charges in e: Be -0.302; C -1.445; C 2.160; C -2.015; C -1.811; C 0.148; C -0.534; C -1.308; C 0.867; S -0.277; C 0.055; N 0.810; C -1.669; C 0.326; C 0.813; C -0.539; C -0.792; C -0.686; C -0.516; C 0.422; H 0.457; H 0.344; H 0.161; H 0.504; H 0.215; H 0.399; H 0.468; H 0.393; H 0.342; H 0.434; H 0.409; H 0.760; H 0.514; H 0.396; H 0.401; H 0.523; C -1.295; C -0.985; P 1.259; C -0.792; C -1.040; C -1.046; C -0.874; H 0.422; H 0.293; H 0.301; H 0.454; H 0.477; H 0.581; H 0.426; H 0.391; H 0.397; H 0.120; H 0.473; H 0.582; H 0.014; H 0.439; H 0.220; F -0.444; Te 1.544; F -0.458; F -0.346; F -0.483; F -0.474; O -0.586


No. 6
The following is a DFT calculation (ωB97M-V with the def2-TZVPD basis set) of a gas-phase ion, C13H16N (charge +1) in a non-equilibrium geometry.

Geometry (Å):
C: -1.044 -0.374 -3.265
C: -0.117 -1.406 -2.971
C: -1.469 0.490 -2.295
C: 0.310 -1.559 -1.668
C: -1.068 0.291 -0.933
C: -0.174 -0.689 -0.574
C: 1.817 -2.401 2.022
C: 0.986 -2.101 1.002
C: -1.877 1.065 0.078
C: 0.952 1.780 0.759
C: 1.339 0.291 1.160
C: -0.272 2.329 1.511
C: 0.600 -0.857 0.548
N: -1.365 1.328 1.375
H: -1.373 -0.351 -4.331
H: 0.099 -2.125 -3.716
H: -1.967 1.508 -2.324
H: 0.931 -2.468 -1.337
H: 1.764 -3.479 2.255
H: 2.125 -1.725 2.848
H: 0.380 -2.889 0.659
H: -2.192 1.981 -0.395
H: -2.843 0.542 0.185
H: 1.739 2.414 1.052
H: 0.725 1.757 -0.318
H: 2.457 0.209 0.945
H: 1.239 0.129 2.275
H: -0.114 2.585 2.490
H: -0.607 3.188 0.998
H: -0.983 0.534 1.965

Net charge: +1
LUMO energy (spin up / spin down): -6.1 / -6.1 eV
E: -559.344614 Ha
Energy above the lowest of the compared OMol25 structures with the same formula, charge and spin: 2.7748 eV

Mulliken analysis output, partial charges in e: C -0.482; C -0.839; C -0.703; C -0.787; C 0.619; C 1.276; C -0.803; C -0.762; C -1.373; C -0.734; C -1.105; C -1.020; C 1.486; N -0.298; H 0.367; H 0.461; H 0.320; H 0.311; H 0.293; H 0.270; H 0.560; H 0.551; H 0.371; H 0.498; H 0.396; H 0.455; H 0.468; H 0.435; H 0.389; H 0.380